# 1
Density functional theory data (ωB97M-V/def2-TZVPD) for the molecule C4H7NO2.

Geometry as XYZ:
```
14
Properties=species:S:1:pos:R:3:forces:R:3:lowdin_charge:R:1
C -0.93561 2.46789 -0.03775 0.25 3.03 -1.29 0.0154
C -0.58371 1.47437 0.72900 -0.61 0.63 1.55 -0.1175
C -0.37376 0.12894 0.23152 3.80 -1.51 2.59 -0.4102
C 0.89486 -1.85387 0.21837 1.44 -0.65 -0.96 -0.3072
N 0.50599 -0.68431 0.85071 -2.78 4.03 -1.18 0.0839
O -0.93971 -0.08457 -0.93166 0.32 -2.84 -0.89 0.0981
O 1.17508 -1.82306 -1.23408 0.55 0.29 0.99 -0.0856
H -1.11756 3.49576 0.39651 0.27 -1.36 -0.41 0.0859
H -0.79516 2.48660 -1.11181 -0.75 -0.41 -0.17 0.0688
H -0.48108 1.87964 1.73321 0.12 -1.55 0.44 0.1113
H 0.16676 -2.59637 0.34942 -1.22 -1.40 -0.01 0.1036
H 1.79564 -2.19743 0.70626 0.30 -0.22 0.12 0.1126
H -0.60243 -1.02508 -1.14543 -0.75 2.00 -0.57 0.1413
H 2.12270 -1.58444 -1.30081 -0.94 -0.04 -0.19 0.0998
```
Positions in Å, forces in eV/Å.

## Properties
- E (eV) = -9844.573
- structure (SMILES) = C=C/C(O)=N/CO
- max |F| (eV/A) = 5.03
- HOMO (eV) = -9.233
- orbital gap (hartree) = 0.36054
- energy relative to the best compared isomer or geometry (same formula, charge and spin) (kcal/mol) = 62.4
- total charge = 0



# 2
Density functional theory data (ωB97M-V/def2-TZVPD) for the molecule C4H7NO2.

Geometry as XYZ:
```
14
Properties=species:S:1:pos:R:3:forces:R:3:lowdin_charge:R:1
C -0.99602 -0.98524 0.99699 -0.27 0.18 0.06 -0.0480
C -0.49419 -0.12721 -0.19322 -0.05 -0.40 0.29 -0.2268
C -0.86138 1.35743 -0.08769 -0.24 0.10 -0.33 -0.2270
O -1.94595 1.80883 -0.37487 0.54 -0.53 0.22 0.0605
C 1.00840 -0.42170 -0.27764 0.13 -0.08 -0.03 -0.5087
O 1.45624 -1.43911 0.22110 0.23 0.52 -0.34 0.0474
N 1.84289 0.50081 -0.85693 0.04 -0.06 -0.17 0.1562
H -0.68201 -0.56483 1.95300 -0.10 0.19 -0.03 0.0895
H -2.07303 -1.07873 0.96997 -0.28 0.19 0.09 0.0788
H -0.57052 -1.98942 0.98341 -0.02 0.24 -0.36 0.0788
H -0.99908 -0.48752 -1.10122 0.24 0.02 0.08 0.1557
H -0.05298 2.05553 0.20918 0.00 -0.15 0.22 0.1242
H 1.56397 1.18485 -1.55513 -0.12 -0.37 0.44 0.1101
H 2.80364 0.18632 -0.88694 -0.10 0.15 -0.14 0.1093
```
Positions in Å, forces in eV/Å.

## Properties
- E (eV) = -9846.537
- structure (SMILES) = C[C@@H](C=O)C(N)=O
- max |F| (eV/A) = 0.79
- HOMO (eV) = -10.028
- orbital gap (hartree) = 0.39378
- energy relative to the best compared isomer or geometry (same formula, charge and spin) (kcal/mol) = 17.1
- total charge = 0



> Among the records above, which one has the lowest max |F|?

number 2